*P*
The following is a DFT calculation (ωB97M-V/def2-TZVPD) of a single C2H4OS2 molecule.

Last column: natural (NBO) charge in e.
Element x y z (Å)
1 S 1.4564 1.7746 -0.1048  0.45
2 S -0.6805 3.7076 -0.3918  0.27
3 O 0.5298 2.6493 -1.0847  -0.81
4 C 0.9340 -1.1221 0.2752  -0.44
5 C 0.2559 -0.0369 -0.0162  -0.19
6 H 0.4409 -2.0810 0.3517  0.21
7 H -1.5162 3.5454 -1.4845  0.12
8 H 1.9448 -1.1111 0.4884  0.20
9 H -0.7524 0.1525 -0.1266  0.20

**Molar mass**: 108.187 Da
**HOMO-LUMO gap**: 8.829 eV
**Structure (SMILES)**: C=CSOS

*Q*
The following is a DFT calculation (ωB97M-V/def2-TZVPD) of a single C2H4OS2 molecule.

Last column: natural (NBO) charge in e.
Element x y z (Å)
1 S -1.2871 -1.3465 -0.3736  -0.06
2 S 1.7391 1.7754 -0.0587  -0.01
3 O 1.2965 -0.5580 1.0005  -0.66
4 C 0.8438 0.5084 0.3142  0.18
5 C -0.6394 0.4170 -0.0752  -0.59
6 H -1.2427 0.9283 0.6945  0.26
7 H 0.7024 -1.3186 0.9305  0.50
8 H -0.8149 1.0747 -0.9364  0.25
9 H -0.5977 -1.4807 -1.4958  0.13

**Molar mass**: 108.187 Da
**HOMO-LUMO gap**: 9.220 eV
**Structure (SMILES)**: OC(=S)CS

The winner here is *Q*, beating the second structure by 0.1155 hartree.

*P*
The following is a DFT calculation (ωB97M-V/def2-TZVPD) of a single C2H4OS2 molecule.

Last column: natural (NBO) charge in e.
Element x y z (Å)
1 S 1.6341 1.6402 1.1722  0.08
2 S -0.8444 1.1883 -1.0207  1.01
3 O -0.3178 2.4709 -0.5553  -0.91
4 C 1.4726 0.2243 0.2975  -0.33
5 C 0.1310 -0.2613 0.1384  -0.58
6 H 2.3543 -0.1366 -0.1451  0.21
7 H -0.0833 -1.1539 -0.3230  0.21
8 H -0.3510 -0.1796 1.1113  0.25
9 H -2.1122 1.1987 -0.2723  0.04

**Molar mass**: 108.187 Da
**HOMO-LUMO gap**: 7.911 eV

*Q*
The following is a DFT calculation (ωB97M-V/def2-TZVPD) of 2 unconnected molecules or ions with the total composition C2H4OS2.

Last column: natural (NBO) charge in e.
Element x y z (Å)
1 S 2.3515 -0.8044 -0.0106  0.26
2 S 0.5778 1.8059 -0.2493  0.20
3 O -0.3931 -0.8748 0.3630  -0.62
4 C -1.5786 -0.2629 0.1644  -0.26
5 C 1.1711 0.3396 -0.1149  -0.24
6 H -1.4582 0.7545 0.4083  0.16
7 H -1.9091 -0.1371 -0.8916  0.13
8 H -2.2840 -0.8396 0.7020  0.20
9 H 3.5226 0.0188 -0.3714  0.16

**Molar mass**: 108.187 Da
**HOMO-LUMO gap (alpha / beta)**: 8.425 / 8.425 eV

*R*
The following is a DFT calculation (ωB97M-V/def2-TZVPD) of a molecular structure, C2H4OS2.

Last column: natural (NBO) charge in e.
Element x y z (Å)
1 S 0.1516 0.6230 1.7487  0.07
2 S -1.8331 0.6349 1.0665  0.95
3 O -2.2356 1.9615 0.6712  -0.91
4 C 0.3165 0.3744 0.0364  -0.36
5 C 0.7348 -0.9308 -0.5219  -0.71
6 H 0.2128 1.2793 -0.6274  0.23
7 H 1.4930 -1.5814 0.0420  0.23
8 H 1.1941 -0.8118 -1.4935  0.23
9 H -0.0340 -1.5490 -0.9220  0.25

**Molar mass**: 108.187 Da
**HOMO-LUMO gap (alpha / beta)**: 7.806 / 7.775 eV

*S*
The following is a DFT calculation (ωB97M-V/def2-TZVPD) of 2 unconnected molecules or ions with the total composition C2H4OS2.

Last column: natural (NBO) charge in e.
Element x y z (Å)
1 S -2.2202 0.1045 0.3121  0.05
2 S -1.0403 0.2892 2.0715  0.16
3 O -0.0493 -1.7175 0.7293  -0.69
4 C 1.0605 0.9385 -0.8656  -0.58
5 C -0.5113 -0.4616 0.6166  -0.04
6 H 0.8647 0.3986 -1.7475  0.19
7 H -0.2225 -2.2445 -0.0707  0.49
8 H 1.9218 0.9795 -0.1935  0.22
9 H 0.1967 1.7132 -0.8523  0.21

**Molar mass**: 108.187 Da
**HOMO-LUMO gap (alpha / beta)**: 7.552 / 7.555 eV

The winner here is *R*, beating the second structure by 0.0176 hartree.

*P*
The following is a DFT calculation (ωB97M-V/def2-TZVPD) of 2 unconnected molecules or ions with the total composition C2H4OS2.

Last column: natural (NBO) charge in e.
Element x y z (Å)
1 S 1.1744 1.9926 0.1965  0.14
2 S 1.9545 0.3897 1.3006  0.17
3 O -0.9554 0.5763 1.3359  -0.66
4 C 0.2891 0.6748 0.8638  -0.05
5 C -0.2904 -1.2285 -1.3077  -0.63
6 H -1.1082 -1.6676 -0.6973  0.19
7 H -1.3427 1.4821 1.4427  0.48
8 H 0.6376 -1.6164 -0.9967  0.17
9 H -0.3590 -0.6028 -2.1377  0.18

**Molar mass**: 108.187 Da
**HOMO-LUMO gap**: 5.922 eV

*Q*
The following is a DFT calculation (ωB97M-V/def2-TZVPD) of 2 unconnected molecules or ions with the total composition C2H4OS2.

Last column: natural (NBO) charge in e.
Element x y z (Å)
1 S 0.3933 1.7507 -2.8074  -0.13
2 S -0.2134 -0.5369 -1.1623  1.16
3 O 0.9053 -1.4284 -0.9889  -0.96
4 C 0.4428 0.1580 1.3015  -0.35
5 C -0.4113 0.5155 0.3696  -0.42
6 H 0.4111 0.5104 2.4454  0.22
7 H -1.2287 -1.3250 -0.7867  0.04
8 H 0.9970 -0.7235 1.1717  0.22
9 H -1.2961 1.0792 0.4570  0.23

**Molar mass**: 108.187 Da
**HOMO-LUMO gap (alpha / beta)**: 7.212 / 7.163 eV

The winner here is *Q*, beating the second structure by 0.0066 hartree.

*P*
The following is a DFT calculation (ωB97M-V/def2-TZVPD) of a molecular structure, C15H15Cl3GaN6O4.

Last column: natural (NBO) charge in e.
Element x y z (Å)
1 Ga -0.0622 0.2007 -2.7895  1.94
2 Cl 1.9343 3.6088 -5.4701  0.09
3 Cl 2.6056 0.9257 -6.3364  0.09
4 Cl 4.0751 2.1884 -4.1580  0.08
5 O 0.3603 1.8366 -3.8161  -0.72
6 O -0.5643 -0.9605 -4.0809  -0.86
7 O -2.0954 -2.2909 -5.0135  -0.53
8 O 1.8653 0.3055 -3.3910  -0.69
9 N 0.3985 0.8535 -0.9561  -0.65
10 N 1.7561 -1.6023 3.1084  -0.02
11 N 1.2207 1.0255 1.0447  -0.32
12 N 0.9776 -2.3730 3.7419  -0.18
13 N 1.1620 -0.3781 2.9747  -0.25
14 N -1.9679 -0.4988 -1.8960  -0.87
15 C 1.5013 -1.2139 -0.0894  -0.67
16 C 1.0486 0.1975 0.0002  0.45
17 C -2.6708 -1.2662 -2.9439  -0.36
18 C -2.1949 0.1408 4.4324  -0.17
19 C 1.5249 1.3590 -3.9888  0.74
20 C -1.3117 -2.0961 4.7729  -0.17
21 C -0.1727 -1.6877 4.0792  0.03
22 C -2.3116 -1.1642 4.9403  -0.22
23 C 0.6705 2.2505 0.7356  -0.05
24 C 2.5072 2.0341 -4.9521  -0.22
25 C -1.7413 -1.5740 -4.1278  0.78
26 C 1.8596 0.6723 2.3124  -0.04
27 C -0.0602 -0.3782 3.5916  0.14
28 C -1.0749 0.5635 3.7461  -0.27
29 C 0.1640 2.1425 -0.5142  -0.07
30 H 0.6948 3.0836 1.4168  0.25
31 H -3.2087 -1.4369 5.4793  0.23
32 H 1.3993 -1.5636 -1.1169  0.24
33 H -3.5028 -0.6905 -3.3447  0.25
34 H -0.9994 1.5745 3.3665  0.22
35 H -3.0113 0.8341 4.5872  0.23
36 H 0.9286 -1.8650 0.5731  0.26
37 H 2.5475 -1.3128 0.2006  0.27
38 H -1.6956 -1.1108 -1.1345  0.40
39 H -3.0557 -2.2134 -2.5733  0.24
40 H -0.3228 2.8762 -1.1340  0.25
41 H 2.8731 0.3173 2.1331  0.25
42 H -1.3824 -3.1026 5.1619  0.24
43 H 1.8944 1.5707 2.9263  0.23
44 H -2.5629 0.2185 -1.4977  0.42

**Molar mass**: 519.405 Da
**HOMO-LUMO gap**: 9.020 eV
**Total charge**: +1

*Q*
The following is a DFT calculation (ωB97M-V/def2-TZVPD) of a molecular structure, C15H15Cl3GaN6O4.

Last column: natural (NBO) charge in e.
Element x y z (Å)
1 Ga -1.2381 2.4529 -0.5417  1.94
2 Cl -5.9162 1.5705 -0.1622  0.08
3 Cl -5.4795 2.9347 -2.6639  0.09
4 Cl -5.3253 4.4203 -0.1870  0.09
5 O -3.0549 2.3139 0.3283  -0.69
6 O 0.4339 5.8910 0.2764  -0.53
7 O -0.9356 4.1372 0.0636  -0.86
8 O -2.7317 2.6840 -1.7984  -0.73
9 N 0.6766 -2.7406 2.6579  -0.02
10 N 1.9030 -2.8296 2.9778  -0.17
11 N -0.9250 -1.6172 -0.0934  -0.32
12 N 0.9038 2.5323 -0.9073  -0.87
13 N -1.0695 0.4801 -0.6280  -0.65
14 N 0.5581 -2.8768 1.3009  -0.25
15 C -0.8917 -0.3611 0.3843  0.45
16 C 1.3222 3.9447 -0.7428  -0.36
17 C 4.0292 -3.1723 1.6573  -0.17
18 C -0.7009 0.0252 1.8083  -0.68
19 C -5.0307 2.8612 -0.9721  -0.22
20 C 0.2267 4.7674 -0.0691  0.77
21 C -3.5277 2.5963 -0.8042  0.75
22 C -1.2365 -0.2646 -1.7858  -0.07
23 C -0.7347 -2.8367 0.7038  -0.04
24 C 4.4866 -3.3455 0.3706  -0.22
25 C 2.2410 -3.2243 -0.5742  -0.27
26 C 2.6516 -3.0224 1.8272  0.03
27 C -1.1413 -1.5714 -1.4566  -0.05
28 C 3.6036 -3.3710 -0.7274  -0.17
29 C 1.7884 -3.0560 0.7360  0.14
30 H 0.3189 -0.1680 2.1438  0.26
31 H 4.0094 -3.5170 -1.7202  0.23
32 H -1.4622 -2.8715 1.5105  0.25
33 H 2.2259 4.0354 -0.1458  0.24
34 H -1.2221 -2.4613 -2.0573  0.25
35 H 1.3244 1.9538 -0.1864  0.41
36 H 1.5131 4.3946 -1.7145  0.25
37 H -0.9312 1.0818 1.9425  0.24
38 H 1.5739 -3.2581 -1.4258  0.22
39 H 5.5459 -3.4730 0.1929  0.23
40 H -0.8922 -3.6834 0.0398  0.23
41 H -1.4362 0.1959 -2.7387  0.25
42 H -1.3619 -0.5422 2.4634  0.27
43 H 1.2146 2.1476 -1.7933  0.42
44 H 4.6943 -3.1570 2.5108  0.24

**Molar mass**: 519.405 Da
**HOMO-LUMO gap**: 9.006 eV
**Total charge**: +1

The winner here is *Q*, beating the second structure by 0.0025 hartree.

*P*
The following is a DFT calculation (ωB97M-V/def2-TZVPD) of 2 unconnected molecules or ions with the total composition C2H9NO.

Last column: natural (NBO) charge in e.
Element x y z (Å)
1 O 0.0455 2.9682 1.0379  -0.73
2 N -2.1647 2.1928 1.1843  -0.86
3 C -0.8326 1.9524 0.6224  0.10
4 C 2.7162 -6.1151 -2.4519  -0.85
5 H -0.8925 1.9431 -0.4606  0.14
6 H 3.2957 -6.0256 -1.5331  0.21
7 H -2.7229 1.3591 1.3052  0.37
8 H -2.6528 2.8188 0.5665  0.35
9 H -0.4686 3.6347 1.5190  0.48
10 H 3.0241 -5.3428 -3.1407  0.21
11 H 1.6591 -6.0215 -2.1954  0.21
12 H 2.8595 -7.0949 -2.9104  0.21
13 H -0.4670 1.0085 0.9985  0.16

**Molar mass**: 63.100 Da
**HOMO-LUMO gap**: 10.886 eV
**Structure (SMILES)**: NCO.C

*Q*
The following is a DFT calculation (ωB97M-V/def2-TZVPD) of 2 unconnected molecules or ions with the total composition C2H9NO.

Last column: natural (NBO) charge in e.
Element x y z (Å)
1 O -4.4622 -3.9077 -0.5797  -0.93
2 N 2.1307 1.2866 0.4163  -0.63
3 C 2.1709 2.6529 -0.1094  -0.42
4 C 0.8885 0.5745 0.2666  -0.41
5 H 1.5799 3.3531 0.5083  0.16
6 H 2.4913 1.3788 1.3546  0.36
7 H 0.0195 1.2046 0.5674  0.16
8 H 3.1967 2.9833 -0.2327  0.20
9 H 0.9641 -0.2184 1.0278  0.20
10 H -4.3730 -4.8243 -0.7904  0.46
11 H -3.7657 -3.7904 0.0668  0.46
12 H 0.6938 0.0832 -0.6817  0.20
13 H 1.6368 2.8507 -1.0538  0.20

**Molar mass**: 63.100 Da
**HOMO-LUMO gap**: 9.551 eV
**Structure (SMILES)**: CNC.O

*R*
The following is a DFT calculation (ωB97M-V/def2-TZVPD) of 2 unconnected molecules or ions with the total composition C2H9NO.

Last column: natural (NBO) charge in e.
Element x y z (Å)
1 O -0.3095 3.9276 1.4151  -0.76
2 N -2.3996 3.3120 1.5286  -0.87
3 C 2.3999 -5.0894 -2.0211  -0.83
4 C -1.1213 2.8763 0.9233  0.07
5 H -0.7828 2.6633 -0.0943  0.18
6 H -2.8718 2.3634 1.6104  0.36
7 H 2.7509 -4.3145 -2.7991  0.21
8 H 1.3883 -5.1853 -1.9697  0.21
9 H 2.8301 -4.9802 -1.0897  0.21
10 H -0.8361 4.4605 2.1894  0.49
11 H -3.1420 3.8852 1.0385  0.38
12 H -0.6810 2.0689 1.6013  0.16
13 H 2.7748 -5.9876 -2.3328  0.21

**Molar mass**: 63.100 Da
**HOMO-LUMO gap**: 10.686 eV
**Structure (SMILES)**: NCO.C

The winner here is *P*, beating the second structure by 0.0153 hartree.